A structure of composition C32H25ClCoF15GeN2O2S, computed with ωB97M-V with the def2-TZVPD basis set.

Last column: Löwdin charge in e.
Cartesian coordinates (Å):
Co1 0.07635 2.91814 0.36311  0.58
C1 -0.79186 4.49079 -0.78530  -0.32
C2 -0.89782 3.77335 -2.03428  -0.25
C3 -1.78897 2.73626 -1.87415  -0.23
C4 -2.29428 2.78329 -0.52523  -0.22
C5 -1.76921 3.92342 0.10338  -0.32
C6 -2.25193 4.58812 1.36586  -0.03
C7 -3.26066 1.79093 0.04435  -0.04
C8 -2.20795 1.74903 -2.92188  -0.06
C9 -0.08904 4.05070 -3.26520  -0.05
C10 -0.20125 5.86096 -0.61696  -0.05
H1 -2.66313 5.57542 1.13021  0.08
H2 -1.46862 4.71581 2.11395  0.06
H3 -3.04949 4.00603 1.82987  0.07
H4 -4.27002 1.93459 -0.35653  0.08
H5 -3.32066 1.87451 1.12995  0.07
H6 -2.95750 0.77045 -0.20204  0.06
H7 -1.64110 0.81790 -2.88855  -0.01
H8 -2.09355 2.18021 -3.91934  0.07
H9 -3.26082 1.48232 -2.80257  0.07
H10 -0.69454 4.50026 -4.05878  0.08
H11 0.34725 3.13882 -3.68323  0.07
H12 0.72387 4.74846 -3.05516  0.06
H13 -0.88907 6.64976 -0.94513  0.08
H14 0.72148 5.97836 -1.19058  0.07
H15 0.05211 6.04759 0.42722  0.07
N1 1.55535 2.20047 -0.90028  0.02
C11 2.56714 1.65766 0.02526  -0.22
C12 1.87308 0.69007 0.97817  -0.22
N2 0.52441 1.20292 1.34256  0.02
H16 1.15651 1.45402 -1.46939  0.05
H17 1.95747 2.89121 -1.52196  0.10
H18 2.96161 2.49896 0.59261  0.08
H19 3.38865 1.15415 -0.49271  0.12
H20 2.48238 0.56093 1.87307  0.10
H21 1.74674 -0.27612 0.49382  0.05
H22 0.44059 1.33194 2.34571  0.10
H23 -0.17218 0.52260 1.03853  0.03
F1 -0.31371 -5.65176 0.41285  0.09
C13 -1.55252 -5.18915 0.16174  -0.23
C14 -1.70901 -3.90263 -0.32510  -0.12
C15 -3.01057 -3.49314 -0.55750  -0.22
F2 -3.28192 -2.27214 -1.01675  0.08
C16 -4.09704 -4.32542 -0.32818  -0.14
F3 -5.34239 -3.90132 -0.56569  0.12
C17 -3.89402 -5.60511 0.15085  -0.14
F4 -4.93348 -6.41137 0.37304  0.12
C18 -2.60653 -6.04714 0.40146  -0.14
F5 -2.40360 -7.28491 0.86554  0.11
Ge1 -0.08539 -2.77313 -0.56459  0.57
S1 -0.32148 -0.82488 -1.33042  0.25
C19 1.18533 -3.81263 -1.68039  -0.13
C20 2.49897 -3.37680 -1.74107  -0.24
F6 2.89878 -2.36254 -0.95879  0.08
C21 3.44417 -3.94480 -2.57192  -0.14
F7 4.70507 -3.50108 -2.59031  0.12
C22 3.07224 -4.99185 -3.39744  -0.14
F8 3.96852 -5.55602 -4.20956  0.12
C23 1.76814 -5.44668 -3.37933  -0.14
F9 1.40436 -6.45289 -4.18237  0.11
C24 0.85187 -4.84939 -2.52973  -0.21
F10 -0.40463 -5.32347 -2.56980  0.09
C25 0.61339 -2.82094 1.31911  -0.12
C26 1.72541 -3.50863 1.77480  -0.22
F11 2.43173 -4.30077 0.95365  0.10
C27 2.17028 -3.43804 3.08422  -0.14
F12 3.25527 -4.11399 3.47544  0.12
C28 1.47945 -2.66440 3.99879  -0.14
F13 1.89433 -2.58701 5.26273  0.13
C29 0.34458 -1.98565 3.59401  -0.15
F14 -0.34411 -1.25429 4.47356  0.12
C30 -0.06624 -2.08826 2.27743  -0.24
F15 -1.19914 -1.44410 1.94579  0.07
Cl1 3.79424 2.94154 3.44511  0.55
C31 2.67153 4.34961 3.48085  -0.46
C32 1.35019 3.93772 2.81582  -0.75
O1 0.41151 3.61457 3.54194  0.00
O2 1.39429 3.93562 1.54660  -0.10
H24 3.16550 5.14527 2.93141  0.07
H25 2.52525 4.60772 4.52382  0.07

Total charge: -1
Frontier orbital gap (spin up / spin down): 6.811 / 6.783 eV
Total energy: -198930.168 eV
2S+1: 2
Expectation value of S²: 1.08